Below is a structure of composition CH4P2S in a non-equilibrium geometry, with properties calculated with ωB97M-V/def2-TZVPD.

As for the energy above the lowest of the compared OMol25 structures with the same formula, charge and spin: 73.7 kcal per mole. The HOMO-LUMO gap comes out at 7.83 eV. As for the largest force on an atom: 0.0633 Eh/bohr.

Structure (XYZ):
```
8
Properties=species:S:1:pos:R:3:lowdin_charge:R:1
C -1.53 -0.39 0.03 -0.85
P 1.70 -0.15 0.18 0.36
P 0.10 1.21 -0.34 0.45
S -3.06 -0.11 -0.28 0.59
H -1.10 -1.14 0.71 -0.03
H 1.15 -1.17 -0.50 -0.23
H 2.82 0.32 -0.83 -0.10
H -0.07 1.43 1.03 -0.19
```

---

Below is a cluster of 3 separate species, C21H41INO6 in total in a non-equilibrium geometry, with properties calculated with ωB97M-V/def2-TZVPD.

The charge is +1. As for the energy above the lowest of the compared OMol25 structures with the same formula, charge and spin: 0.0 kcal per mole. The HOMO-LUMO gap comes out at 7.51 eV. As for the largest force on an atom: 0.0319 Eh/bohr.

Structure (XYZ):
```
70
Properties=species:S:1:pos:R:3:lowdin_charge:R:1
C -3.35 1.07 -2.34 -0.15
C -2.89 0.22 -1.13 -0.25
C -1.55 -0.49 -1.35 -0.20
C -0.46 0.52 -1.75 -0.22
C 0.86 0.46 -0.98 -0.18
C 1.86 1.44 -1.62 -0.17
C 2.39 2.55 -0.69 -0.19
C 2.26 3.96 -1.25 -0.12
C 0.82 4.56 -1.27 -0.34
C 0.38 4.88 -2.71 -0.12
C -0.42 3.77 -3.43 -0.30
C -1.91 4.08 -3.54 -0.64
I -2.82 3.04 -5.18 0.88
C 0.86 5.92 -0.46 -0.05
C 0.00 5.72 0.70 0.04
N -0.53 4.56 0.71 0.16
C -0.23 3.76 -0.49 -0.05
H -3.46 2.11 -2.04 0.04
H -4.32 0.76 -2.72 0.07
H -2.64 1.06 -3.15 -0.01
H -2.80 0.86 -0.26 0.10
H -3.67 -0.51 -0.91 0.10
H -1.67 -1.22 -2.14 0.12
H -1.29 -1.03 -0.44 0.10
H -0.87 1.51 -1.54 0.06
H -0.25 0.42 -2.80 0.12
H 0.66 0.74 0.06 0.10
H 1.28 -0.54 -0.95 0.11
H 1.39 1.90 -2.49 0.09
H 2.70 0.86 -2.00 0.12
H 1.95 2.46 0.30 0.10
H 3.46 2.40 -0.55 0.12
H 2.67 3.94 -2.25 0.12
H 2.92 4.59 -0.66 0.11
H -0.23 5.79 -2.74 0.11
H 1.25 5.10 -3.31 0.12
H -0.04 3.69 -4.45 0.09
H -0.27 2.79 -2.97 0.06
H -2.47 3.81 -2.65 0.01
H -2.08 5.13 -3.75 0.04
H 1.84 6.16 -0.03 0.14
H 0.59 6.82 -1.01 0.14
H -0.16 6.45 1.48 0.16
H -1.11 4.19 1.46 0.19
H -1.16 3.69 -1.06 0.12
H 0.00 2.74 -0.21 0.11
C 0.94 -3.70 0.23 -0.03
O 2.16 -3.10 0.68 0.00
C 2.76 -3.76 1.67 -0.62
O 2.35 -4.77 2.18 0.12
O 3.87 -3.11 1.99 0.01
C 4.62 -3.72 3.05 -0.03
H 0.56 -3.07 -0.57 0.08
H 1.12 -4.70 -0.15 0.10
H 0.21 -3.74 1.04 0.10
H 4.94 -4.72 2.77 0.10
H 4.03 -3.76 3.96 0.10
H 5.49 -3.09 3.20 0.09
C -3.59 -8.15 4.05 -0.04
O -2.24 -7.98 4.49 0.01
C -1.71 -6.79 4.21 -0.63
O -2.27 -5.89 3.64 0.11
O -0.46 -6.77 4.67 0.01
C 0.23 -5.54 4.44 -0.04
H -3.88 -9.15 4.34 0.09
H -4.24 -7.42 4.53 0.10
H -3.65 -8.05 2.97 0.10
H -0.29 -4.72 4.95 0.10
H 0.30 -5.34 3.38 0.07
H 1.22 -5.66 4.85 0.09
```

---

Below is a cluster of 4 separate species, CH7O5 in total in a non-equilibrium geometry, with properties calculated with ωB97M-V/def2-TZVPD.

The charge is -1. As for the energy above the lowest of the compared OMol25 structures with the same formula, charge and spin: 5.1 kcal per mole. The HOMO-LUMO gap comes out at 9.35 eV. As for the largest force on an atom: 0.0279 Eh/bohr.

Structure (XYZ):
```
13
Properties=species:S:1:pos:R:3:lowdin_charge:R:1
O -0.30 -0.79 0.17 -0.13
C 0.88 -0.93 -0.24 -0.58
O 1.34 -0.60 -1.36 -0.11
H 1.65 -1.43 0.39 0.11
H 1.13 2.19 -0.37 0.01
H 0.86 2.09 1.14 0.03
O 1.21 2.67 0.46 -0.07
H -2.31 -1.06 2.47 0.01
H -1.18 -1.41 1.53 -0.01
O -1.69 -1.78 2.31 -0.13
H -0.13 0.81 -2.08 0.00
H -1.07 0.47 -0.99 -0.01
O -0.99 1.10 -1.74 -0.11
```

---

Below is an isolated molecule of C4H6N2 in a non-equilibrium geometry, with properties calculated with ωB97M-V/def2-TZVPD.

As for the SMILES: N#CC[C@H]1CN1. As for the energy above the lowest of the compared OMol25 structures with the same formula, charge and spin: 38.6 kcal per mole. The HOMO-LUMO gap comes out at 11.15 eV. As for the largest force on an atom: 0.0199 Eh/bohr.

Structure (XYZ):
```
12
Properties=species:S:1:pos:R:3:lowdin_charge:R:1
N 2.92 0.36 -1.32 0.14
C 2.09 0.01 -0.60 -0.24
C 1.01 -0.58 0.18 -0.14
C -0.18 0.35 0.36 -0.33
C -1.40 0.22 -0.47 -0.14
N -1.39 -0.25 0.91 0.02
H 0.83 -1.45 -0.48 0.13
H 1.36 -0.97 1.14 0.13
H 0.07 1.36 0.69 0.14
H -1.44 -0.56 -1.22 0.10
H -1.95 1.13 -0.72 0.11
H -1.88 0.41 1.51 0.09
```

---

Below is an isolated molecule of C4H4N2O in a non-equilibrium geometry, with properties calculated with ωB97M-V/def2-TZVPD.

As for the energy above the lowest of the compared OMol25 structures with the same formula, charge and spin: 76.1 kcal per mole. The HOMO-LUMO gap (spin up / spin down) comes out at 7.93 / 6.92 eV. As for the largest force on an atom: 0.0267 Eh/bohr.

Structure (XYZ):
```
11
Properties=species:S:1:pos:R:3:lowdin_charge:R:1
O -2.27 -0.73 -1.18 0.05
C -1.33 -0.22 -0.58 -0.51
C -0.05 -0.93 -0.42 0.13
C 1.06 -0.32 0.26 -0.27
N 0.93 0.96 0.81 0.07
C -0.25 1.51 0.62 -0.21
N -1.34 1.03 0.00 0.17
H 0.05 -1.90 -0.90 0.13
H 1.91 -0.38 -0.45 0.17
H 1.54 -1.03 0.97 0.16
H -0.37 2.51 1.04 0.11
```

---

Below is a structure of composition C16H17FN3O in a non-equilibrium geometry, with properties calculated with ωB97M-V/def2-TZVPD.

The charge is +1. The HOMO-LUMO gap comes out at 6.34 eV. As for the largest force on an atom: 0.0432 Eh/bohr.

Structure (XYZ):
```
38
Properties=species:S:1:pos:R:3:lowdin_charge:R:1
C 3.39 1.87 -4.07 -0.02
O 1.97 1.71 -3.64 -0.09
C 1.68 1.70 -2.30 -0.25
C 0.41 1.20 -1.89 0.01
C 0.13 1.17 -0.54 -0.04
C 1.05 1.60 0.42 -0.21
N 0.72 1.24 1.74 0.00
C -0.51 0.74 2.07 -0.01
N -0.52 0.53 3.39 -0.11
C -1.68 0.09 4.14 -0.01
C 0.76 0.87 3.94 0.00
C 1.52 1.32 2.91 0.01
C 2.26 2.18 0.04 0.00
C 2.60 2.19 -1.32 0.01
H 3.38 1.94 -5.16 0.09
H 3.86 2.77 -3.65 0.08
H 3.95 0.98 -3.77 0.10
H -0.35 0.86 -2.60 0.12
H -0.78 0.71 -0.18 0.08
H -2.33 -0.52 3.51 0.08
H -1.34 -0.52 5.01 0.10
H -2.26 0.96 4.51 0.11
H 0.98 0.71 4.98 0.13
H 2.54 1.65 2.88 0.12
H 2.92 2.57 0.80 0.11
H 3.59 2.56 -1.62 0.11
F -1.25 -0.86 1.22 -0.09
N -1.85 -1.89 0.04 0.05
C -1.19 -2.11 -1.09 -0.04
C -1.67 -3.02 -2.02 -0.01
C -2.86 -3.70 -1.75 -0.03
C -3.53 -3.45 -0.56 -0.02
C -2.99 -2.53 0.34 -0.03
H -0.26 -1.57 -1.30 0.13
H -1.12 -3.21 -2.95 0.13
H -3.27 -4.41 -2.48 0.13
H -4.46 -3.97 -0.32 0.12
H -3.48 -2.33 1.29 0.14
```

---

Below is a structure of composition C5H12N2O2 in a non-equilibrium geometry, with properties calculated with ωB97M-V/def2-TZVPD.

As for the energy above the lowest of the compared OMol25 structures with the same formula, charge and spin: 85.5 kcal per mole. The HOMO-LUMO gap comes out at 8.40 eV. As for the largest force on an atom: 0.0414 Eh/bohr.

Structure (XYZ):
```
21
Properties=species:S:1:pos:R:3:lowdin_charge:R:1
C 1.12 -1.99 1.23 -0.13
C 1.07 -0.48 -0.75 -0.39
O 1.53 -0.73 0.71 -0.22
O 0.87 -1.42 -1.53 -0.02
H 1.76 0.33 -1.04 0.14
H 0.15 -1.86 1.72 0.07
H 1.84 -2.30 1.99 0.08
H 1.09 -2.74 0.44 0.08
C -1.00 1.20 -1.52 -0.05
C -0.65 0.29 -0.35 -0.47
N -1.62 -0.77 -0.16 0.07
N 0.30 2.10 0.97 0.16
C -0.25 0.88 0.89 -0.08
H -2.58 -0.45 -0.10 0.08
H -1.31 -1.57 -0.72 0.08
H 0.64 2.52 0.12 0.11
H 0.79 2.35 1.82 0.12
H -0.52 0.40 1.82 0.14
H -1.89 1.81 -1.35 0.08
H -0.17 1.86 -1.78 0.07
H -1.19 0.58 -2.39 0.09
```

---

Below is a cluster of 15 separate species, C75H75N15 in total in a non-equilibrium geometry, with properties calculated with ωB97M-V/def2-TZVPD.

As for the energy above the lowest of the compared OMol25 structures with the same formula, charge and spin: 42.8 kcal per mole. The HOMO-LUMO gap comes out at 9.68 eV. As for the largest force on an atom: 0.0689 Eh/bohr.

Structure (XYZ):
```
165
Properties=species:S:1:pos:R:3:lowdin_charge:R:1
N -1.14 4.67 0.56 0.07
C -0.25 3.69 0.83 -0.16
C 0.98 3.94 1.41 -0.07
C 1.29 5.24 1.86 -0.06
C 0.37 6.21 1.58 -0.07
C -0.82 5.86 0.94 -0.19
H -0.51 2.74 0.44 0.06
H 1.72 3.16 1.51 0.07
H 2.25 5.43 2.35 0.11
H 0.55 7.27 1.77 0.11
H -1.50 6.66 0.71 0.10
N 0.77 0.72 0.20 0.07
C 0.36 0.16 -0.95 -0.19
C -0.47 -0.94 -1.04 -0.09
C -0.83 -1.59 0.14 -0.07
C -0.55 -0.99 1.40 -0.05
C 0.27 0.19 1.35 -0.13
H 0.65 0.69 -1.88 0.09
H -0.81 -1.33 -1.97 0.08
H -1.41 -2.57 0.13 0.12
H -0.84 -1.48 2.33 0.09
H 0.64 0.63 2.27 0.09
N 3.06 3.54 -2.51 0.08
C 1.85 3.62 -1.91 -0.16
C 0.85 4.41 -2.34 -0.06
C 1.14 5.35 -3.39 -0.07
C 2.34 5.29 -4.02 -0.08
C 3.29 4.34 -3.54 -0.15
H 1.58 2.82 -1.22 0.08
H -0.12 4.29 -1.82 0.10
H 0.38 6.07 -3.69 0.10
H 2.65 5.90 -4.85 0.10
H 4.23 4.25 -4.05 0.10
N -3.36 -1.40 -2.78 0.07
C -3.43 -2.69 -2.47 -0.13
C -4.69 -3.31 -2.45 -0.06
C -5.84 -2.57 -2.58 -0.08
C -5.77 -1.23 -2.90 -0.07
C -4.51 -0.64 -2.87 -0.12
H -2.55 -3.29 -2.35 0.07
H -4.71 -4.39 -2.22 0.09
H -6.82 -2.99 -2.54 0.10
H -6.56 -0.56 -3.12 0.09
H -4.47 0.43 -3.10 0.09
N -0.05 0.55 -4.51 0.06
C -1.34 0.28 -4.84 -0.15
C -2.14 1.12 -5.63 -0.05
C -1.55 2.39 -5.99 -0.05
C -0.22 2.68 -5.59 -0.07
C 0.46 1.71 -4.93 -0.17
H -1.73 -0.72 -4.50 0.10
H -3.20 0.88 -5.83 0.11
H -2.11 3.13 -6.50 0.08
H 0.20 3.60 -5.89 0.08
H 1.53 1.82 -4.67 0.10
N 5.98 -2.35 2.93 0.06
C 5.35 -1.97 1.83 -0.16
C 3.94 -1.88 1.71 -0.09
C 3.19 -2.11 2.84 -0.08
C 3.87 -2.43 4.01 -0.11
C 5.21 -2.62 4.02 -0.16
H 5.98 -1.67 0.96 0.11
H 3.48 -1.43 0.80 0.08
H 2.12 -1.99 2.79 0.09
H 3.36 -2.55 4.96 0.10
H 5.70 -3.00 4.94 0.11
N 3.26 -4.37 -0.33 0.06
C 4.17 -5.13 0.27 -0.16
C 3.91 -6.02 1.30 -0.04
C 2.52 -6.17 1.64 -0.05
C 1.60 -5.31 1.07 -0.08
C 2.01 -4.48 0.04 -0.18
H 5.13 -4.92 -0.15 0.10
H 4.67 -6.62 1.80 0.10
H 2.12 -6.82 2.40 0.10
H 0.56 -5.28 1.33 0.09
H 1.29 -3.91 -0.55 0.08
N -2.46 -6.44 -2.28 0.07
C -3.63 -7.06 -2.31 -0.16
C -4.54 -7.15 -1.25 -0.07
C -4.19 -6.53 -0.06 -0.11
C -2.98 -5.91 0.00 -0.08
C -2.16 -5.86 -1.15 -0.17
H -3.85 -7.64 -3.18 0.09
H -5.56 -7.63 -1.27 0.12
H -4.85 -6.62 0.78 0.10
H -2.59 -5.33 0.87 0.10
H -1.30 -5.22 -1.04 0.08
N 0.57 4.01 6.91 0.05
C 0.64 2.91 7.66 -0.17
C 0.99 1.63 7.18 -0.06
C 1.36 1.55 5.83 -0.10
C 1.32 2.65 5.01 -0.06
C 0.91 3.88 5.62 -0.12
H 0.36 3.06 8.74 0.11
H 1.02 0.80 7.84 0.09
H 1.51 0.56 5.39 0.10
H 1.59 2.64 3.94 0.08
H 0.87 4.81 5.13 0.08
N -0.01 -4.09 -3.22 0.07
C 1.21 -3.55 -3.44 -0.17
C 1.68 -3.24 -4.66 -0.09
C 1.03 -3.73 -5.79 -0.06
C -0.24 -4.31 -5.62 -0.07
C -0.70 -4.50 -4.33 -0.14
H 1.75 -3.21 -2.50 0.10
H 2.63 -2.68 -4.71 0.10
H 1.40 -3.61 -6.84 0.12
H -0.87 -4.67 -6.43 0.11
H -1.59 -5.03 -4.15 0.06
N -2.92 1.95 4.32 0.06
C -2.85 3.17 3.77 -0.15
C -2.94 4.37 4.48 -0.07
C -3.00 4.32 5.87 -0.09
C -2.91 3.09 6.52 -0.07
C -2.89 1.94 5.68 -0.14
H -2.79 3.20 2.69 0.08
H -3.02 5.30 3.91 0.10
H -3.16 5.22 6.48 0.11
H -2.98 2.92 7.59 0.10
H -2.94 0.98 6.12 0.08
N -3.94 -3.51 2.15 0.05
C -3.29 -2.69 3.00 -0.18
C -3.53 -1.35 2.96 -0.11
C -4.46 -0.74 2.08 -0.06
C -4.97 -1.56 1.10 -0.06
C -4.66 -2.92 1.21 -0.17
H -2.70 -3.10 3.82 0.11
H -3.05 -0.80 3.79 0.09
H -4.59 0.34 2.02 0.09
H -5.38 -1.07 0.20 0.10
H -5.11 -3.66 0.55 0.09
N 5.44 4.00 2.97 0.05
C 5.12 3.91 1.67 -0.18
C 4.55 2.83 1.03 -0.08
C 4.17 1.75 1.85 -0.07
C 4.32 1.82 3.26 -0.06
C 5.06 2.94 3.71 -0.15
H 5.48 4.76 1.01 0.12
H 4.31 2.92 -0.02 0.08
H 3.77 0.88 1.29 0.08
H 3.99 1.01 3.89 0.09
H 5.32 2.95 4.75 0.09
N 4.60 -0.26 -1.37 0.08
C 5.35 0.62 -2.10 -0.15
C 5.14 0.99 -3.41 -0.10
C 4.00 0.54 -3.95 -0.13
C 3.08 -0.21 -3.27 -0.09
C 3.44 -0.65 -1.99 -0.13
H 6.20 1.01 -1.48 0.11
H 5.93 1.47 -3.96 0.11
H 3.97 0.74 -5.04 0.12
H 2.10 -0.48 -3.66 0.07
H 2.78 -1.27 -1.39 0.08
N -3.86 1.88 -0.05 0.08
C -2.71 1.55 -0.67 -0.13
C -2.37 2.04 -1.93 -0.08
C -3.20 2.97 -2.50 -0.08
C -4.27 3.45 -1.78 -0.08
C -4.58 2.86 -0.61 -0.16
H -2.02 0.83 -0.09 0.11
H -1.55 1.57 -2.42 0.07
H -3.01 3.29 -3.50 0.09
H -4.89 4.24 -2.14 0.10
H -5.42 3.16 -0.06 0.09
```